Entry one
Density functional theory data (ωB97M-V/def2-TZVPD) for a 2-piece molecular cluster, C2H3N2O2 overall.

The geometry in XYZ format:
```
9
Properties=species:S:1:pos:R:3
H 0.866 -0.232 -2.405
C -1.963 1.780 1.873
N -0.257 -0.147 -0.711
H -0.671 0.541 -0.061
N -0.773 1.634 2.228
O -2.843 2.012 1.064
O -1.852 1.831 3.300
H 1.047 1.374 -1.508
C 0.594 0.384 -1.483
```

Values from the calculation:
HOMO	-3.08	eV
Kohn-Sham gap	6.959	eV
total charge	-1
multiplicity	1

=====

Entry two
Density functional theory data (ωB97M-V/def2-TZVPD) for a 2-piece molecular cluster, C2H3N2O2 overall.

The geometry in XYZ format:
```
9
Properties=species:S:1:pos:R:3
N 0.678 1.255 0.115
N -2.170 1.063 -0.187
H 0.637 2.007 -0.624
O -1.667 -0.056 -0.329
C 0.576 -1.057 0.643
H 0.500 -0.171 -1.460
C 0.521 0.069 -0.275
O 0.566 -1.016 1.880
H 0.359 -2.093 0.236
```

Values from the calculation:
HOMO (spin up / spin down)	-1.38 / -2.53	eV
Kohn-Sham gap (spin up / spin down)	5.850 / 6.990	eV
total charge	-1
multiplicity	1

=====

Entry three
Density functional theory data (ωB97M-V/def2-TZVPD) for a 2-piece molecular cluster, C2H3N2O2 overall.

The geometry in XYZ format:
```
9
Properties=species:S:1:pos:R:3
N 3.696 -0.482 1.922
H -1.247 0.145 -1.248
N -0.036 -0.229 0.373
H -1.260 1.405 0.137
H 2.031 -1.385 0.771
O 0.394 -1.325 -0.121
C 2.842 -0.964 1.333
C -0.906 0.484 -0.287
O 0.397 0.154 1.502
```

Values from the calculation:
HOMO	-3.53	eV
Kohn-Sham gap	8.054	eV
total charge	-1
multiplicity	1

=====

Entry four
Density functional theory data (ωB97M-V/def2-TZVPD) for an isolated ion of composition C2H3N2O2 and charge -1.

The geometry in XYZ format:
```
9
Properties=species:S:1:pos:R:3
H 0.750 -1.048 -1.059
H 1.626 -0.971 0.631
O -2.583 -0.138 -0.472
C 0.820 -0.589 -0.058
N -0.706 1.147 0.247
N -1.372 0.154 0.561
O -0.391 -1.071 0.410
H 1.319 1.600 -0.236
C 0.536 0.917 -0.025
```

Values from the calculation:
structure (SMILES)	[O-]N1N=CCO1
HOMO (spin up / spin down)	-2.85 / -2.85	eV
Kohn-Sham gap (spin up / spin down)	7.126 / 7.127	eV
total charge	-1
multiplicity	1

=====

Relative to the most stable one, in hartree, the structures come out at entry one 0.0000; entry two 0.0546; entry three 0.0027; entry four 0.1117.

=====

Entry one
Density functional theory data (ωB97M-V/def2-TZVPD) for a 2-piece molecular cluster, C7H16 overall.

The geometry in XYZ format:
```
23
Properties=species:S:1:pos:R:3
C 1.400 1.601 0.949
H -1.433 -0.955 2.231
H -1.169 0.766 -2.145
H 3.110 -0.921 -1.378
H -0.123 0.130 2.713
H -1.395 1.177 0.853
H 1.624 1.009 1.849
H 1.458 -0.258 -1.283
C 2.064 -1.167 -1.181
H 0.226 -1.300 1.722
H -2.345 -1.017 0.061
C 0.341 1.143 0.016
H 1.971 -1.577 -0.170
C -1.999 0.268 -1.637
H 2.325 1.828 0.409
H -2.713 1.041 -1.323
C -0.497 -0.493 1.896
H -0.839 -1.339 -0.781
H 1.717 -1.910 -1.905
H -2.512 -0.390 -2.346
H 1.021 2.585 1.281
C -1.498 -0.528 -0.438
C -0.734 0.310 0.608
```

Values from the calculation:
HOMO	-7.94	eV
Kohn-Sham gap	8.363	eV
multiplicity	1

=====

Entry two
Density functional theory data (ωB97M-V/def2-TZVPD) for a 2-piece molecular cluster, C7H16 overall.

The geometry in XYZ format:
```
23
Properties=species:S:1:pos:R:3
H 0.981 0.120 -3.075
C -1.736 -2.013 1.642
H -0.977 -2.699 2.034
H 0.469 1.722 1.252
H -0.893 -1.973 -0.331
H 2.410 1.359 -1.425
H -0.595 0.940 2.443
C -0.357 1.015 1.378
C 0.542 0.804 -2.343
H 0.151 0.186 -1.478
H 1.505 -1.805 0.527
C 0.002 -0.331 0.809
H 1.915 2.416 -2.761
C 1.256 -0.807 0.876
H -1.226 1.436 0.864
H 2.075 -0.187 1.227
C 1.551 1.839 -1.905
H -1.999 -0.642 0.000
H -0.333 1.277 -2.797
C -1.205 -1.257 0.439
H 1.104 2.537 -1.191
H -2.023 -1.334 2.451
H -2.616 -2.601 1.363
```

Values from the calculation:
structure (SMILES)	C=C(C)CC.CC
HOMO	-9.21	eV
Kohn-Sham gap	10.214	eV
multiplicity	1

=====

Relative to the most stable one, in hartree, the structures come out at entry one 0.1012; entry two 0.0000.

=====

Entry one
Density functional theory data (ωB97M-V/def2-TZVPD) for an isolated ion of composition C2HOS2 and charge -1.

The geometry in XYZ format:
```
6
Properties=species:S:1:pos:R:3
S 1.882 1.019 0.638
H 1.172 -0.911 -0.342
O -1.431 0.208 -1.281
C 0.693 -0.008 -0.064
S -1.455 -0.358 1.300
C -0.862 0.050 -0.252
```

Values from the calculation:
structure (SMILES)	[O-]C(=S)C=S
HOMO	-3.75	eV
Kohn-Sham gap	7.382	eV
total charge	-1
multiplicity	1

=====

Entry two
Density functional theory data (ωB97M-V/def2-TZVPD) for a 2-piece molecular cluster, C2HOS2 overall.

The geometry in XYZ format:
```
6
Properties=species:S:1:pos:R:3
H -0.755 -1.147 -1.224
C 0.154 -1.032 -0.594
S 0.541 -2.347 0.197
S 1.026 1.386 1.526
O -0.890 1.768 -0.326
C -0.076 1.372 0.422
```

Values from the calculation:
HOMO (spin up / spin down)	-1.78 / -1.78	eV
Kohn-Sham gap (spin up / spin down)	5.212 / 5.210	eV
total charge	-1
multiplicity	1

=====

Relative to the most stable one, in hartree, the structures come out at entry one 0.0000; entry two 0.0645.

=====

Entry one
Density functional theory data (ωB97M-V/def2-TZVPD) for C3H2NO2P in the gas phase.

The geometry in XYZ format:
```
9
Properties=species:S:1:pos:R:3
P -1.981 -0.806 0.425
O -0.415 -1.197 0.946
O 0.690 -1.335 -0.924
H 1.489 1.948 -0.341
H 1.457 -0.788 0.843
N -1.748 0.578 -0.271
C 0.657 -1.062 0.225
C 0.472 1.520 -0.359
C -0.620 1.141 -0.546
```

Values from the calculation:
structure (SMILES)	C#C/N=P\OC=O
HOMO	-9.70	eV
Kohn-Sham gap	8.594	eV
multiplicity	1

=====

Entry two
Density functional theory data (ωB97M-V/def2-TZVPD) for a 2-piece molecular cluster, C3H2NO2P overall.

The geometry in XYZ format:
```
9
Properties=species:S:1:pos:R:3
H -0.148 1.478 0.060
C 0.237 -1.077 -0.024
N 2.678 -1.228 -0.229
C 0.745 0.918 -0.172
O 1.850 1.254 -0.422
H -0.766 -1.344 0.123
P 3.842 0.025 -0.325
O 4.284 0.324 1.024
C 1.482 -1.355 -0.104
```

Values from the calculation:
HOMO	-8.80	eV
Kohn-Sham gap	8.465	eV
multiplicity	1

=====

Relative to the most stable one, in hartree, the structures come out at entry one 0.0000; entry two 0.0307.